Entry 1:
{"formula": "C3H4BrNS", "method": "ωB97M-V with the def2-TZVPD basis set", "elements": ["S", "C", "C", "N", "C", "Br", "H", "H", "H", "H"], "positions_angstrom": [[-0.497, -0.853, -2.464], [-1.152, 0.141, -1.327], [-0.770, -0.107, 0.183], [0.431, 0.746, 0.386], [1.390, 0.133, 0.857], [2.834, 1.101, 1.529], [-1.799, 1.024, -1.536], [-1.502, -0.099, 1.021], [-0.286, -1.043, 0.169], [1.352, -1.043, 1.183]], "energy_ha": -3143.5819, "e_lumo_ev": [-0.658, -0.658], "molar_mass_g_mol": 166.04, "total_charge": 0, "smiles": "S=CC/N=C/Br", "e_above_lowest_kcal_mol": 44.0}

Entry 2:
{"formula": "HIS2", "method": "ωB97M-V with the def2-TZVPD basis set", "elements": ["S", "S", "I", "H"], "positions_angstrom": [[1.580, 0.489, -0.081], [-2.197, -1.771, 0.243], [-0.768, -0.069, 0.770], [1.385, 1.351, -0.931]], "energy_ha": -1094.5619, "e_lumo_ev": [-0.234, -2.768], "molar_mass_g_mol": 192.05, "total_charge": 0, "multiplicity": 3, "e_above_lowest_kcal_mol": 25.5}

Entry 3:
{"formula": "C10H8N4", "method": "ωB97M-V with the def2-TZVPD basis set", "elements": ["N", "C", "C", "C", "N", "C", "C", "N", "C", "N", "C", "C", "C", "C", "H", "H", "H", "H", "H", "H", "H", "H"], "positions_angstrom": [[3.027, 0.392, 2.638], [2.617, 0.167, 1.584], [2.237, -0.041, 0.242], [2.710, -1.214, -0.402], [3.158, -2.143, -0.923], [1.495, 0.796, -0.503], [1.355, 0.522, -1.903], [1.166, 0.308, -3.023], [0.973, 2.035, 0.024], [0.547, 3.006, 0.488], [-0.905, -2.178, -0.436], [-1.616, -0.878, -0.200], [-1.383, 0.281, 0.486], [-2.341, 1.483, 0.669], [-0.216, -2.069, -1.226], [-1.804, -2.778, -0.559], [-0.402, -2.637, 0.489], [-2.542, -0.716, -0.740], [-0.518, 0.459, 1.082], [-2.543, 1.661, 1.773], [-1.824, 2.365, 0.356], [-3.192, 1.181, 0.085]], "energy_ha": -604.7298, "e_lumo_ev": -2.865, "molar_mass_g_mol": 184.20, "total_charge": 0, "smiles": "N#CC(C#N)=C(C#N)C#N.C/C=C/C", "e_above_lowest_kcal_mol": 85.2}

Entry 4:
{"formula": "C4H6O2", "method": "ωB97M-V with the def2-TZVPD basis set", "elements": ["O", "C", "C", "C", "C", "O", "H", "H", "H", "H", "H", "H"], "positions_angstrom": [[1.751, 0.438, 1.432], [1.774, 0.227, 0.242], [0.660, -0.454, -0.516], [-0.630, -0.478, 0.263], [-1.605, 0.600, 0.116], [-1.808, -0.662, -0.506], [2.650, 0.531, -0.368], [0.985, -1.478, -0.756], [0.507, 0.041, -1.484], [-0.609, -1.026, 1.205], [-2.284, 0.834, 0.934], [-1.391, 1.426, -0.564]], "energy_ha": -306.4347, "e_lumo_ev": 0.959, "molar_mass_g_mol": 86.09, "total_charge": 0, "smiles": "O=CC[C@H]1CO1", "e_above_lowest_kcal_mol": 44.9}